Entry a
{
  "formula": "CH12N2O4",
  "method": "ωB97M-V/def2-TZVPD",
  "homo_energy_ev": -10.0,
  "orbital_gap_ev": 10.532,
  "elements": ["H", "N", "C", "N", "H", "H", "H", "O", "H", "H", "O", "H", "H", "O", "H", "H", "O", "H", "H"],
  "positions_angstrom": [[0.15, 2.10, -0.53], [-0.04, 1.12, -0.35], [0.75, 0.34, -1.00], [0.55, -0.99, -0.78], [1.42, 0.65, -1.79], [-0.18, -1.21, -0.11], [0.71, -1.80, -1.37], [-2.31, -1.07, 0.03], [-1.66, -0.38, 0.20], [-2.99, -0.95, 0.66], [2.77, 0.15, 1.78], [2.82, 1.08, 1.80], [2.24, -0.13, 1.05], [0.92, 2.25, 2.58], [1.01, 2.09, 3.51], [0.40, 1.53, 2.14], [-2.20, -1.64, -3.02], [-1.87, -2.24, -2.33], [-2.46, -0.90, -2.46]]
}

Entry b
{
  "formula": "CH12N2O4",
  "method": "ωB97M-V/def2-TZVPD",
  "homo_energy_ev": -9.9,
  "orbital_gap_ev": 10.597,
  "elements": ["H", "N", "C", "N", "H", "H", "H", "O", "H", "H", "O", "H", "H", "O", "H", "H", "O", "H", "H"],
  "positions_angstrom": [[-1.09, -1.35, -2.23], [-1.22, -0.95, -1.30], [-1.73, 0.26, -1.39], [-2.19, 1.11, -0.41], [-1.54, 0.80, -2.32], [-2.15, 0.82, 0.64], [-3.06, 1.62, -0.64], [6.04, 1.67, 1.57], [6.54, 2.36, 2.04], [6.81, 1.26, 1.16], [-2.11, 0.38, 2.49], [-2.01, -0.56, 2.04], [-2.67, 0.44, 3.25], [-1.54, -1.87, 1.13], [-1.17, -1.56, 0.27], [-2.33, -2.45, 1.00], [2.09, -0.66, -2.76], [1.37, -0.08, -2.54], [1.96, -1.24, -1.99]]
}

Most stable one: entry a, least stable one: entry b.